# C54H40F10GeN3PTc

C54H40F10GeN3PTc as an isolated structure (ωB97M-V with the def2-TZVPD basis set, the Open Molecules 2025 dataset).

```
110
Properties=species:S:1:pos:R:3:mulliken_charge:R:1
Tc 1.63 -1.07 -0.90 -1.5341
C 4.57 -1.96 -0.53 -1.2922
N 3.83 -0.79 -1.00 1.1121
C 3.89 0.33 -0.05 -0.8750
C 3.35 -0.13 1.29 -0.9788
N 2.09 -0.89 1.18 1.0807
C 1.62 -1.20 2.43 -1.8293
C -1.11 -2.09 2.29 0.9658
F -1.27 -3.11 1.35 -0.5338
C -1.79 -2.55 3.56 -0.3559
F -2.97 -3.18 3.51 -0.4805
C -1.11 -2.24 4.65 0.2798
F -1.50 -2.40 5.92 -0.4275
C 1.44 -1.39 4.87 1.9793
F 1.49 -0.33 5.81 -0.5307
C 2.23 -1.03 3.65 0.4493
F 3.53 -0.71 3.92 -0.4923
C 4.26 -0.41 -2.35 -1.1991
C 3.47 -1.20 -3.36 -0.8307
N 2.04 -0.99 -3.12 1.0124
C 1.23 -1.32 -4.18 -0.9061
C 1.57 -2.15 -5.27 0.5389
F 2.77 -2.79 -5.34 -0.3853
C 0.71 -2.46 -6.31 0.0285
F 1.12 -3.27 -7.29 -0.3568
C -0.57 -1.97 -6.33 0.9037
F -1.42 -2.28 -7.33 -0.3662
C -0.96 -1.13 -5.30 -0.2030
F -2.18 -0.61 -5.31 -0.3831
C -0.08 -0.81 -4.29 0.3311
F -0.50 0.06 -3.39 -0.1836
H 5.62 -1.70 -0.32 0.3348
H 4.55 -2.73 -1.30 0.3263
H 4.11 -2.37 0.37 0.0754
H 3.29 1.15 -0.45 -0.0170
H 4.91 0.68 0.09 0.4523
H 3.20 0.75 1.92 0.4842
H 4.12 -0.73 1.78 0.4746
H 5.34 -0.58 -2.48 0.3299
H 4.07 0.65 -2.49 -0.1018
H 3.76 -2.26 -3.30 0.4748
H 3.76 -0.85 -4.35 0.5167
C -3.71 4.90 -2.15 -0.4859
C -2.58 4.93 -2.97 -0.4984
C -1.46 4.16 -2.67 -0.7560
C -1.41 3.34 -1.52 -0.0385
C -2.58 3.31 -0.73 -0.4220
C -3.70 4.07 -1.04 -0.6008
P -0.01 2.26 -1.09 0.8524
C 1.38 3.26 -1.74 -0.3072
C 1.56 4.63 -1.46 -0.4878
C 2.66 5.33 -1.93 -0.4438
C 3.65 4.68 -2.67 -0.7275
C 3.52 3.33 -2.93 -0.5453
C 2.40 2.63 -2.48 -0.2516
C -1.67 -1.10 -0.40 1.8877
C -2.77 -1.81 -1.03 -0.6809
C -2.75 -2.79 -2.01 -0.8688
C -1.68 -3.49 -2.61 -1.2142
C -0.30 -3.31 -2.35 -0.2918
C 0.18 -2.34 -1.54 -0.2943
H -4.58 5.50 -2.39 0.3325
H -2.57 5.55 -3.86 0.3491
H -0.61 4.17 -3.34 0.3840
H -2.59 2.70 0.17 0.3872
H -4.58 4.02 -0.39 0.4014
H 0.81 5.14 -0.86 0.3820
H 2.76 6.39 -1.71 0.3419
H 4.51 5.24 -3.04 0.3292
H 4.28 2.81 -3.51 0.3765
H 2.25 1.58 -2.73 0.7537
H -3.77 -1.56 -0.70 0.2836
H -3.74 -3.10 -2.35 0.2949
H -1.95 -4.24 -3.35 0.3151
H 0.39 -3.98 -2.87 0.3283
C -0.38 -1.34 -0.76 1.4147
Ge -1.97 -0.42 1.40 2.2891
C 0.35 -2.00 2.82 1.5868
C 0.08 -1.45 4.24 -0.8547
C 1.86 -2.62 5.61 -1.4886
C 1.80 -3.85 5.09 -0.5365
C 1.42 -4.20 3.72 -0.5682
C 0.87 -3.44 2.77 -1.2502
C -1.29 1.14 2.41 0.5755
C 0.01 1.65 2.31 0.8835
C 0.42 2.71 3.10 -0.7207
C -0.46 3.31 3.99 -0.8578
C -1.76 2.83 4.09 -0.8939
C -2.17 1.76 3.30 -0.6388
C -3.92 -0.32 1.75 -0.0363
C -4.55 -0.76 2.91 0.0078
C -5.94 -0.72 3.03 -0.8940
C -6.72 -0.24 1.99 -0.5346
C -6.10 0.25 0.84 -0.8963
C -4.72 0.21 0.73 -0.6580
H -0.22 -0.41 4.13 0.3681
H 2.19 -2.48 6.63 0.3844
H 2.12 -4.67 5.72 0.3713
H 1.67 -5.21 3.42 0.3654
H 0.76 -3.87 1.79 0.4529
H 0.70 1.20 1.61 -0.3162
H 1.43 3.10 3.00 0.4286
H -0.14 4.14 4.60 0.3475
H -2.47 3.29 4.77 0.3833
H -3.19 1.40 3.38 0.3161
H -3.97 -1.13 3.74 0.2929
H -6.41 -1.07 3.94 0.3946
H -7.80 -0.24 2.07 0.3530
H -6.70 0.64 0.03 0.4273
H -4.25 0.62 -0.16 0.5291
```

* HOMO-LUMO gap (spin up / spin down): 4.64 / 4.63 eV
* ⟨S²⟩: 3.8500
* LUMO (spin up / spin down): 0.1547 / 0.1532 hartree
* electronic energy: -5743.48974 Eh
* charge: -2
* multiplicity: 4

=====

# C54H41AlBN2O4

C54H41AlBN2O4 as an isolated structure (ωB97M-V with the def2-TZVPD basis set, the Open Molecules 2025 dataset).

```
103
Properties=species:S:1:pos:R:3:mulliken_charge:R:1
Al 0.44 -0.11 0.03 -0.9358
O -0.51 1.18 -0.67 0.7403
C -1.58 1.94 -1.04 1.8187
C -2.58 2.12 0.17 -0.8938
C -1.83 2.67 1.35 -0.2151
C -1.88 4.02 1.69 -0.8990
C -0.99 4.49 2.64 -0.9148
C -0.07 3.62 3.21 -0.7787
C -0.13 2.27 2.85 -0.7964
C 0.81 1.24 3.39 -0.7570
C 2.01 0.98 2.42 2.2923
O 1.59 0.58 1.18 0.5139
C 2.92 -0.13 2.99 -0.0894
C 4.11 -0.40 2.32 -0.0532
C 4.93 -1.45 2.71 -0.8416
C 4.56 -2.26 3.78 -0.4765
C 3.38 -2.00 4.45 -0.9921
C 2.56 -0.94 4.06 -0.4845
C 2.84 2.27 2.32 0.3704
C 3.05 2.88 1.09 0.3129
C 3.78 4.06 0.99 -0.7569
C 4.33 4.63 2.13 -0.6728
C 4.16 4.01 3.36 -0.8263
C 3.42 2.84 3.45 -0.4788
N -1.02 1.82 1.97 0.2957
C -2.28 1.26 -2.23 0.0758
C -3.60 0.83 -2.22 -0.3733
C -4.12 0.13 -3.30 -0.5954
C -3.33 -0.15 -4.41 -0.6851
C -2.01 0.30 -4.43 -0.7210
C -1.49 0.99 -3.35 -0.4535
C -1.12 3.34 -1.46 -0.1066
C 0.08 3.84 -0.97 0.7034
C 0.49 5.13 -1.27 -0.9892
C -0.29 5.95 -2.08 -0.6682
C -1.49 5.46 -2.58 -0.9312
C -1.90 4.16 -2.28 -0.4774
H -3.39 2.79 -0.12 0.6616
H -2.97 1.13 0.42 0.6473
H -2.57 4.69 1.19 0.4112
H -0.99 5.54 2.92 0.3943
H 0.68 3.96 3.90 0.4439
H 1.18 1.55 4.37 0.8432
H 0.27 0.31 3.47 0.3875
H 4.40 0.22 1.48 0.1363
H 5.85 -1.65 2.17 0.4048
H 5.19 -3.09 4.08 0.3835
H 3.08 -2.62 5.29 0.4093
H 1.64 -0.76 4.60 0.3778
H 2.62 2.41 0.22 -0.1455
H 3.94 4.52 0.02 0.4984
H 4.90 5.55 2.06 0.3709
H 4.60 4.45 4.25 0.4109
H 3.31 2.35 4.42 0.3314
H -4.23 1.03 -1.36 0.4109
H -5.15 -0.22 -3.27 0.4110
H -3.74 -0.71 -5.24 0.3967
H -1.38 0.08 -5.29 0.3925
H -0.45 1.31 -3.35 0.4232
H 0.68 3.20 -0.34 -0.2207
H 1.43 5.51 -0.86 0.4335
H 0.02 6.96 -2.31 0.3908
H -2.11 6.08 -3.22 0.3925
H -2.83 3.79 -2.68 0.4192
C 3.87 0.00 -2.59 -1.0096
C 3.48 -0.62 -3.76 -0.9745
C 2.22 -1.19 -3.83 -1.0005
C 1.34 -1.16 -2.74 1.5479
C 1.71 -0.50 -1.54 0.0727
C 2.99 0.06 -1.52 0.1533
C 0.02 -1.84 -2.85 0.8559
C -0.22 -2.83 -3.85 -1.1806
C -1.44 -3.42 -3.95 -1.5107
C -2.48 -3.04 -3.06 1.2872
C -3.77 -3.60 -3.09 -0.7148
C -4.72 -3.21 -2.19 -0.8219
C -4.40 -2.24 -1.21 -0.9568
C -3.16 -1.68 -1.17 0.3552
C -2.15 -2.07 -2.09 -0.8027
N -0.93 -1.49 -2.01 0.9350
H 4.86 0.44 -2.51 0.4553
H 4.14 -0.66 -4.62 0.3482
H 1.91 -1.64 -4.77 0.3362
H 3.32 0.55 -0.60 -0.0297
H 0.57 -3.14 -4.51 0.4782
H -1.64 -4.18 -4.70 0.3807
H -4.00 -4.34 -3.84 0.4071
H -5.71 -3.64 -2.21 0.3846
H -5.15 -1.94 -0.49 0.4757
H -2.89 -0.93 -0.43 0.3112
O -1.06 -1.63 2.37 -0.2986
B -0.33 -1.80 1.16 0.8201
O -0.30 -3.20 0.90 -0.5733
C -0.99 -3.82 1.89 0.7167
C -1.25 -5.16 2.07 -1.2561
C -2.01 -5.53 3.19 -0.4948
C -2.47 -4.58 4.09 -0.6190
C -2.20 -3.22 3.90 -1.0756
C -1.46 -2.87 2.79 0.5553
H -0.89 -5.90 1.36 0.4920
H -2.23 -6.58 3.35 0.3834
H -3.05 -4.89 4.94 0.3886
H -2.56 -2.46 4.59 0.5025
```

* HOMO-LUMO gap: 7.98 eV
* LUMO: 0.0959 hartree
* electronic energy: -2760.46325 Eh
* energy above the lowest of the compared OMol25 structures with the same formula, charge and spin: 0.383 eV
* charge: -1
* multiplicity: 1

=====

# C54H42AsF12P4SiV

C54H42AsF12P4SiV as an isolated structure (ωB97M-V with the def2-TZVPD basis set, the Open Molecules 2025 dataset).

```
115
Properties=species:S:1:pos:R:3:mulliken_charge:R:1
V 0.16 -0.37 -0.29 -0.2522
C 2.26 5.15 -2.12 -1.0254
C 1.59 4.94 -0.92 -0.7120
C 0.77 3.84 -0.77 -0.2077
C 0.58 2.93 -1.82 0.8685
C 1.27 3.14 -3.02 -0.7668
C 2.10 4.24 -3.16 -0.8094
P -0.65 1.59 -1.55 3.2558
C -1.34 1.21 -3.19 0.7668
C -0.53 0.63 -4.17 -0.1572
C -1.01 0.44 -5.46 -1.1682
C -2.31 0.82 -5.77 -0.8086
C -3.13 1.35 -4.79 -0.8642
C -2.65 1.54 -3.51 -0.9115
C -1.92 2.54 -0.67 -0.8243
C -2.44 3.70 -1.24 -0.0625
C -3.31 4.49 -0.52 -1.0697
C -3.65 4.13 0.79 -0.8907
C -3.12 2.99 1.35 -0.2699
C -2.25 2.17 0.62 0.7419
Si -1.68 0.61 1.48 -0.2837
C -0.75 0.95 3.03 0.6576
C -1.48 1.22 4.19 -0.4352
C -0.82 1.45 5.39 -0.9078
C 0.56 1.41 5.45 -1.0090
C 1.29 1.15 4.30 -0.1427
C 0.64 0.93 3.09 -0.2792
P 1.58 0.54 1.59 2.5989
C 2.51 2.06 1.19 0.7804
C 2.46 3.16 2.04 -0.8743
C 3.27 4.27 1.81 -1.0246
C 4.13 4.29 0.73 -0.7541
C 4.16 3.21 -0.15 -1.4288
C 3.36 2.11 0.08 0.4357
C 2.88 -0.65 2.08 0.7650
C 4.12 -0.66 1.44 -0.7070
C 5.09 -1.56 1.84 -0.8731
C 4.83 -2.47 2.86 -0.8437
C 3.60 -2.46 3.48 -0.8082
C 2.62 -1.55 3.10 -0.6689
C -3.12 -0.54 1.57 1.6644
C -4.21 -0.27 2.41 -0.2137
C -5.23 -1.19 2.52 -0.9890
C -5.19 -2.39 1.81 -1.0366
C -4.14 -2.64 0.95 -0.5676
C -3.12 -1.71 0.82 0.2132
P -1.83 -1.87 -0.43 1.3763
C -2.79 -1.78 -1.98 1.0421
C -2.26 -2.32 -3.15 -0.8520
C -3.05 -2.40 -4.29 -0.8129
C -4.36 -1.93 -4.27 -0.8361
C -4.87 -1.36 -3.11 -0.7622
C -4.09 -1.28 -1.97 -0.7285
C -1.14 -3.54 -0.43 0.8294
C -1.87 -4.59 -0.99 -0.4977
C -1.37 -5.88 -0.95 -0.9831
C -0.13 -6.13 -0.37 -0.8748
C 0.60 -5.08 0.18 -1.3013
C 0.09 -3.79 0.15 0.1691
H 2.90 6.01 -2.25 0.4410
H 1.71 5.63 -0.10 0.5686
H 0.25 3.70 0.17 0.1904
H 1.15 2.48 -3.85 0.3934
H 2.62 4.40 -4.10 0.4883
H 0.47 0.32 -3.95 0.3489
H -0.37 0.00 -6.21 0.4968
H -2.68 0.69 -6.78 0.4427
H -4.15 1.63 -5.03 0.4456
H -3.31 1.95 -2.75 0.4030
H -2.14 4.00 -2.24 0.6650
H -3.72 5.39 -0.95 0.4477
H -4.33 4.75 1.36 0.4810
H -3.39 2.74 2.37 0.3946
H -2.56 1.20 4.18 0.2394
H -1.40 1.63 6.29 0.4641
H 1.07 1.57 6.39 0.4395
H 2.37 1.08 4.36 0.6107
H 1.79 3.18 2.88 0.4319
H 3.22 5.11 2.49 0.4532
H 4.77 5.15 0.56 0.4318
H 4.82 3.23 -1.01 0.4716
H 3.41 1.29 -0.61 0.2071
H 4.35 0.03 0.64 0.3805
H 6.05 -1.56 1.34 0.4921
H 5.59 -3.18 3.16 0.4142
H 3.37 -3.17 4.27 0.5472
H 1.67 -1.56 3.61 0.4571
H -4.25 0.63 3.00 0.2089
H -6.06 -0.99 3.19 0.4276
H -5.98 -3.12 1.93 0.4258
H -4.12 -3.57 0.39 0.4296
H -1.26 -2.72 -3.17 0.5040
H -2.64 -2.84 -5.19 0.4795
H -4.97 -2.02 -5.15 0.4231
H -5.89 -0.99 -3.10 0.4463
H -4.51 -0.84 -1.08 0.4070
H -2.83 -4.41 -1.47 0.4587
H -1.94 -6.69 -1.37 0.4811
H 0.26 -7.13 -0.34 0.4387
H 1.56 -5.27 0.64 0.5942
H 0.67 -3.01 0.63 0.0858
F 1.92 0.20 -2.00 -0.0946
P 2.26 -1.41 -2.23 1.4887
F 0.56 -1.54 -2.10 -0.4649
F 2.17 -1.48 -0.57 -0.1328
F 3.80 -1.12 -2.18 -0.3826
F 2.14 -1.23 -3.79 -0.3830
F 2.39 -2.96 -2.31 -0.4275
F -0.57 -1.78 2.30 -0.5681
As -1.02 -2.80 3.75 2.2830
F 0.46 -3.64 3.51 -0.4524
F -0.20 -1.62 4.72 -0.4499
F -1.42 -3.74 5.12 -0.4768
F -2.46 -1.85 3.89 -0.4009
F -1.83 -3.86 2.66 -0.4645
```

* HOMO-LUMO gap (spin up / spin down): 7.91 / 5.99 eV
* ⟨S²⟩: 3.7867
* LUMO (spin up / spin down): -0.1329 / -0.2009 hartree
* electronic energy: -8116.27162 Eh
* charge: +1
* multiplicity: 4